Below is a structure of composition C45H45LaN8O8PS2 in a non-equilibrium geometry, with properties calculated with ωB97M-V with the def2-TZVPD basis set.

Each line ends with the Löwdin charge.
Element x y z (Å)
La (0.077, 0.333, -0.220)  1.809
S (-0.062, 0.536, 2.844)  0.648
S (1.997, -1.577, 5.661)  0.658
P (2.250, -1.583, 0.630)  1.099
O (1.101, -3.294, -6.336)  -0.013
O (3.240, -2.284, 5.476)  -0.304
O (-1.088, -3.293, -6.880)  -0.014
O (1.103, -2.151, 6.634)  -0.300
O (0.456, 1.462, -2.021)  -0.278
O (0.219, 1.775, -4.206)  0.063
O (-2.245, 0.207, -1.054)  -0.118
O (-2.781, 3.236, 2.226)  0.023
N (1.421, 2.285, 0.462)  0.002
N (1.203, -1.347, 4.230)  -0.084
N (-2.064, 1.723, 0.610)  0.085
N (-3.952, 2.893, 0.306)  0.146
N (-1.044, 5.045, 3.203)  0.176
N (0.543, 3.794, 2.156)  0.136
N (-0.218, -1.160, -2.265)  -0.060
N (-0.975, 5.002, 0.874)  0.209
C (2.250, 2.912, 5.968)  -0.069
C (1.567, 2.230, 4.973)  -0.039
C (-3.247, 4.289, -1.974)  -0.048
C (4.653, -2.852, -0.356)  -0.072
C (-7.506, 1.506, -1.634)  -0.083
C (-0.027, -0.433, -3.380)  -0.203
C (4.950, 0.293, 3.909)  -0.076
C (-0.094, -0.973, -4.655)  0.065
C (-0.517, 4.554, 2.062)  -0.496
C (5.008, -1.076, 3.720)  -0.087
C (0.240, 1.064, -3.214)  -0.600
C (0.953, -0.083, 4.040)  -0.799
C (-2.908, 2.651, 1.165)  -0.553
C (-3.345, 2.909, -2.069)  -0.136
C (-2.941, 2.272, -3.234)  -0.006
C (2.923, 2.224, 6.970)  -0.074
C (-2.327, 4.388, -4.184)  -0.075
C (-0.329, -2.335, -4.817)  -0.071
C (-3.850, 2.083, -0.884)  -0.270
C (1.448, -3.245, 1.170)  -0.655
C (1.568, 0.844, 5.010)  -0.247
C (-5.132, 1.385, -1.263)  -0.130
C (2.927, 0.835, 7.001)  -0.041
C (3.613, -1.790, -0.697)  -0.675
C (-7.518, 0.178, -2.022)  -0.092
C (3.316, -0.962, 2.006)  -0.353
C (2.247, 0.170, 6.011)  -0.203
C (-6.318, 2.110, -1.267)  -0.031
C (2.109, -3.983, 2.329)  -0.084
C (-0.101, -3.060, -6.197)  -0.748
C (1.302, -4.188, -0.024)  -0.090
C (4.204, -1.699, 2.781)  -0.114
C (0.060, -2.803, 1.639)  -0.144
C (-6.339, -0.545, -2.034)  -0.065
C (-2.431, 3.011, -4.288)  -0.061
C (3.022, -2.061, -2.081)  -0.085
C (-0.609, -3.065, -3.663)  0.009
C (-2.734, 5.025, -3.027)  -0.085
C (-0.576, -2.438, -2.432)  -0.148
C (3.281, 0.421, 2.194)  -0.155
C (4.271, -0.408, -0.761)  -0.096
C (0.971, 3.048, 1.217)  -0.391
C (-5.150, 0.054, -1.655)  -0.009
C (-2.654, 1.219, -0.470)  -0.464
C (4.082, 1.044, 3.134)  -0.075
H (4.947, -0.364, -1.613)  0.090
H (1.058, 2.741, 4.168)  0.061
H (4.273, -2.766, 2.695)  0.084
H (-6.317, 3.158, -1.003)  0.111
H (-8.426, 2.072, -1.622)  0.100
H (0.172, -2.195, 2.536)  0.016
H (-1.912, 4.958, -5.002)  0.104
H (-2.081, 2.508, -5.176)  0.110
H (-8.443, -0.293, -2.321)  0.099
H (-0.860, -2.978, -1.533)  0.101
H (3.821, -2.020, -2.822)  0.094
H (-0.549, -3.669, 1.896)  0.095
H (3.457, 2.773, 7.731)  0.100
H (-3.571, 4.790, -1.074)  0.097
H (-1.901, 5.389, 0.820)  0.106
H (-0.792, 4.501, 4.015)  0.112
H (-4.229, -0.507, -1.667)  0.107
H (5.569, 0.779, 4.651)  0.105
H (0.537, -4.936, 0.187)  0.092
H (4.846, -0.196, 0.137)  0.078
H (-0.854, -4.115, -3.732)  0.121
H (1.509, -4.862, 2.566)  0.093
H (-3.007, 1.196, -3.310)  0.125
H (-4.805, 3.328, 0.607)  0.144
H (5.674, -1.682, 4.312)  0.107
H (4.018, 2.117, 3.254)  0.109
H (1.003, -3.643, -0.912)  0.031
H (2.617, 1.021, 1.587)  0.028
H (2.259, 3.994, 5.963)  0.102
H (5.473, -2.790, -1.071)  0.088
H (-6.341, -1.583, -2.337)  0.107
H (-0.470, -2.224, 0.867)  0.029
H (2.141, -3.362, 3.220)  0.048
H (2.296, -1.294, -2.351)  0.061
H (-0.644, 4.527, 0.046)  0.116
H (2.230, -4.711, -0.237)  0.073
H (3.512, 0.367, -0.892)  0.072
H (-2.031, 5.247, 3.162)  0.100
H (0.058, -0.324, -5.505)  0.134
H (-2.643, 6.096, -2.931)  0.097
H (5.060, -2.693, 0.639)  0.061
H (2.557, -3.037, -2.173)  0.072
H (4.236, -3.854, -0.415)  0.069
H (3.452, 0.292, 7.771)  0.117
H (3.108, -4.329, 2.077)  0.074

## Properties
LUMO energy	1.8	eV
gap between HOMO and LUMO	7.3	eV
ΔE to the lowest compared entry with this formula, charge and spin	1.928	eV
total charge	-1
E	-3951.43218	a.u.
multiplicity	1



Below is a structure of composition C45H46AsN7PRuS2, with properties calculated with ωB97M-V with the def2-TZVPD basis set.

Each line ends with the Löwdin spin population.
Element x y z (Å)
Ru (-0.320, -0.519, 0.361)  3.027
As (-3.254, -0.613, -0.365)  0.122
S (2.448, -4.828, -0.517)  0.008
S (-1.788, -3.572, 3.954)  0.004
P (2.095, 0.467, 0.492)  0.098
N (-0.397, -1.481, -1.604)  0.160
N (-0.649, 0.721, -2.440)  0.215
N (-0.604, 1.194, -1.214)  0.462
N (-0.894, -2.127, 2.012)  0.059
N (2.977, -2.406, -1.492)  0.000
N (1.415, -2.625, 0.294)  0.093
N (-2.543, -1.105, 3.405)  0.010
C (2.506, 1.064, -2.160)  0.002
C (-0.371, -2.810, -1.916)  0.030
C (-2.064, 2.255, 3.104)  -0.003
C (-1.795, 1.381, 2.033)  0.071
C (-3.952, 1.058, -1.141)  0.015
C (2.943, 2.003, 2.692)  0.019
C (-0.224, 5.438, -1.418)  0.050
C (2.683, 2.803, 3.824)  -0.008
C (6.004, -0.732, 0.441)  0.000
C (2.476, 1.592, -0.870)  0.010
C (-0.489, 2.635, -1.256)  0.016
C (-4.691, -0.847, 0.956)  0.029
C (1.394, 3.026, 4.222)  0.016
C (4.807, -0.108, 0.103)  0.007
C (0.579, 1.582, 2.436)  0.020
C (-0.598, 3.440, -0.121)  0.045
C (-0.125, 4.649, -2.556)  -0.005
C (-0.564, -2.379, -4.250)  0.038
C (-0.559, -4.230, 2.960)  0.004
C (3.232, 3.709, -1.725)  0.000
C (-0.510, 0.957, 1.753)  -0.032
C (-0.558, -0.592, -2.634)  0.055
C (-1.740, -2.122, 3.037)  0.010
C (-0.635, -1.048, -3.975)  0.043
C (-3.518, -3.403, -1.266)  0.001
C (-0.440, -3.294, -3.185)  0.072
C (-1.035, 2.748, 3.859)  0.071
C (4.892, -1.934, 2.207)  0.000
C (-0.462, 4.819, -0.203)  -0.005
C (2.831, 2.922, -0.655)  0.004
C (3.650, -0.412, 0.814)  0.017
C (1.907, 1.424, 2.006)  0.006
C (1.233, -4.900, 0.690)  0.002
C (6.046, -1.643, 1.484)  0.005
C (2.919, 1.852, -3.224)  0.001
C (2.291, -3.112, -0.558)  0.008
C (3.288, 3.172, -3.003)  0.003
C (0.822, -3.655, 1.004)  0.004
C (-4.928, -2.255, 1.495)  0.001
C (0.308, 2.443, 3.526)  -0.002
C (-3.720, -1.949, -1.709)  0.024
C (3.697, -1.322, 1.875)  0.004
C (-0.250, 3.272, -2.483)  0.048
C (-3.882, 1.227, -2.655)  0.003
C (-0.204, -3.359, 2.003)  0.003
H (3.607, 3.790, -3.833)  0.000
H (-0.330, -3.501, -1.091)  0.000
H (-0.126, 6.514, -1.481)  0.003
H (3.506, 3.255, 4.361)  -0.001
H (3.221, -1.452, -1.282)  0.000
H (6.905, -0.495, -0.112)  0.000
H (-2.864, 1.269, -3.029)  0.001
H (3.965, 1.860, 2.362)  0.001
H (-0.620, -2.732, -5.272)  0.001
H (4.929, -2.636, 3.030)  0.000
H (0.058, 5.111, -3.519)  -0.001
H (2.197, 0.040, -2.347)  0.000
H (-0.797, 3.010, 0.839)  0.004
H (1.186, 3.658, 5.078)  0.001
H (3.681, -2.898, -2.018)  0.000
H (-3.116, -1.713, -2.585)  0.000
H (-0.754, -0.298, -4.745)  0.001
H (2.945, 1.438, -4.223)  0.000
H (-5.581, -2.212, 2.369)  0.000
H (0.883, -5.846, 1.071)  0.000
H (-0.415, -4.362, -3.350)  0.004
H (-3.087, 2.541, 3.312)  -0.002
H (-5.430, -2.877, 0.757)  0.000
H (-4.374, -3.778, -0.713)  0.000
H (-2.277, -0.171, 3.137)  0.002
H (-4.410, 0.425, -3.173)  0.000
H (-1.234, 3.415, 4.689)  0.003
H (3.500, 4.744, -1.557)  0.000
H (2.787, 3.349, 0.339)  0.000
H (-3.382, -4.046, -2.135)  0.001
H (-0.150, -5.208, 3.156)  0.001
H (2.802, -1.543, 2.443)  0.000
H (-4.485, -0.148, 1.766)  0.000
H (-0.159, 2.675, -3.375)  0.004
H (4.785, 0.608, -0.710)  0.000
H (-3.029, -1.187, 4.283)  0.000
H (-4.994, 1.070, -0.826)  0.003
H (-4.375, 2.162, -2.925)  0.000
H (-2.643, -3.528, -0.626)  0.000
H (-4.761, -1.763, -1.979)  0.004
H (-4.010, -2.764, 1.789)  0.000
H (-2.622, 1.061, 1.419)  0.003
H (-0.558, 5.413, 0.698)  -0.002
H (6.982, -2.121, 1.745)  0.000
H (-3.453, 1.885, -0.632)  0.001
H (-5.585, -0.485, 0.449)  0.004

## Properties
LUMO energy (spin up / spin down)	-6.0 / -7.5	eV
gap between HOMO and LUMO (spin up / spin down)	5.4 / 5.3	eV
ΔE to the lowest compared entry with this formula, charge and spin	0.607	eV
total charge	+2
E	-5593.50594	a.u.
multiplicity	6



Question: Look up the ΔE to the lowest compared entry with this formula, charge and spin of the second one.
Answer: 0.607 eV



Question: What is the total charge in the first record?
Answer: -1